{"formula": "C8H31O7", "method": "the ωB97M-V functional and the def2-TZVPD basis", "symbols": ["O", "H", "H", "H", "C", "C", "C", "O", "H", "H", "H", "H", "H", "H", "H", "H", "C", "O", "H", "H", "H", "H", "C", "O", "H", "H", "H", "H", "C", "O", "H", "H", "H", "H", "C", "O", "H", "H", "H", "H", "C", "O", "H", "H", "H", "H"], "coordinates": [[-0.325, 0.623, -0.414], [0.209, -0.152, -0.604], [-1.202, 0.298, -0.198], [-0.004, 0.992, 0.412], [2.846, -2.639, -0.324], [1.336, -2.721, 0.049], [0.987, -2.505, 1.516], [0.572, -1.859, -0.714], [3.505, -3.322, 0.211], [3.263, -1.653, -0.120], [2.978, -2.813, -1.392], [1.066, -3.751, -0.184], [0.006, -2.891, 1.796], [1.087, -1.433, 1.685], [1.784, -3.009, 2.063], [0.476, -2.340, -1.539], [-1.799, 3.577, -0.597], [-0.673, 3.551, 0.216], [-1.504, 3.545, -1.646], [-2.513, 2.777, -0.407], [-2.395, 4.484, -0.500], [0.004, 4.178, -0.047], [2.904, 0.017, -2.424], [2.473, 0.548, -1.224], [2.062, -0.472, -2.913], [3.341, 0.767, -3.084], [3.718, -0.685, -2.244], [3.179, 1.095, -0.870], [-2.391, -0.703, 2.435], [-2.508, -0.262, 1.091], [-1.332, -0.856, 2.645], [-2.748, 0.092, 3.089], [-3.038, -1.571, 2.559], [-3.426, -0.009, 0.974], [2.086, 1.344, 2.023], [0.708, 0.987, 2.103], [2.227, 1.962, 1.136], [2.424, 1.934, 2.875], [2.643, 0.416, 1.900], [0.589, 0.708, 3.014], [-4.045, 0.145, -1.942], [-2.656, 0.342, -2.101], [-4.630, 0.173, -2.861], [-4.399, -0.776, -1.479], [-4.414, 0.854, -1.200], [-2.472, 1.012, -2.763]], "forces_ev_per_a": [[-0.23, 1.14, -0.79], [1.16, -1.65, -0.49], [-1.76, -0.50, 0.21], [0.64, 0.79, 1.41], [-0.27, 0.63, 0.42], [1.66, -1.78, 1.39], [1.27, 0.14, -0.57], [-0.90, 0.66, -1.36], [-0.42, -0.35, 0.07], [-0.22, 0.22, 0.02], [-0.10, -0.12, -0.02], [-0.30, -0.16, -0.15], [0.09, 0.13, -0.12], [-0.24, 0.05, 0.38], [-0.28, -0.02, 0.45], [-0.39, 0.53, -0.50], [-0.69, 0.89, -1.32], [0.53, -0.80, 1.23], [-0.11, -0.26, -0.25], [0.53, -0.37, 0.33], [0.09, 0.30, 0.26], [-0.33, 0.15, -0.25], [0.96, -0.50, -1.07], [-0.68, 0.81, 1.32], [0.15, 0.00, -0.01], [-0.32, 0.21, -0.20], [-0.11, -0.43, -0.18], [0.00, 0.05, 0.09], [-0.29, 0.49, 0.21], [0.21, 0.27, -0.69], [-0.23, -0.43, -0.04], [0.03, -0.04, 0.25], [0.48, -0.27, 0.33], [-0.03, 0.07, -0.31], [0.29, -0.04, -0.57], [-0.01, 0.36, 0.16], [-0.10, -0.04, -0.01], [-0.07, -0.20, 0.10], [0.47, 0.18, 0.15], [-0.53, -0.10, -0.01], [-1.15, 0.47, 0.50], [0.36, -0.94, 0.26], [0.23, 0.47, -0.13], [1.23, -0.70, -0.13], [-0.32, 0.66, -0.35], [-0.30, 0.02, -0.05]], "molar_mass_g_mol": 239.3, "orbital_gap_ev": 11.038, "largest_force_ev_per_a": 2.8, "multiplicity": 1, "homo_ha": -0.483, "lumo_ev": -2.09, "total_charge": 1}

{"formula": "C8H32CaN15O11", "method": "the ωB97M-V functional and the def2-TZVPD basis", "symbols": ["Ca", "N", "O", "O", "O", "C", "O", "H", "H", "H", "H", "C", "O", "N", "N", "H", "H", "H", "H", "C", "O", "N", "N", "H", "H", "H", "H", "C", "O", "N", "N", "H", "H", "H", "H", "C", "O", "N", "N", "H", "H", "H", "H", "C", "O", "N", "N", "H", "H", "H", "H", "C", "O", "N", "N", "H", "H", "H", "H", "C", "O", "N", "N", "H", "H", "H", "H"], "coordinates": [[-1.573, -0.723, -3.505], [-0.568, -0.757, -0.124], [-0.896, -0.218, -1.188], [-1.361, -1.432, 0.521], [0.575, -0.752, 0.224], [-2.818, 1.903, 1.328], [-2.981, 0.770, 2.048], [-1.767, 2.029, 1.070], [-3.552, 2.027, 0.532], [-2.956, 2.798, 1.935], [-2.580, 0.104, 1.485], [-3.329, 2.213, -2.463], [-2.858, 1.080, -2.741], [-4.510, 2.593, -2.042], [-2.652, 3.278, -2.465], [-4.694, 3.586, -2.012], [-5.292, 1.976, -1.878], [-2.884, 4.186, -2.088], [-1.661, 3.284, -2.662], [1.915, -0.305, -3.446], [0.753, -0.468, -3.710], [2.890, -0.090, -4.295], [2.497, -0.341, -2.247], [2.815, -0.327, -5.274], [3.816, 0.013, -3.907], [1.829, -0.502, -1.507], [3.506, -0.334, -2.198], [3.763, -1.765, 1.289], [4.891, -2.161, 1.580], [3.357, -0.547, 1.062], [2.900, -2.617, 0.892], [2.525, -0.422, 0.504], [3.869, 0.259, 1.391], [2.063, -2.275, 0.443], [3.224, -3.570, 0.801], [-1.251, -2.660, 4.060], [-1.414, -3.073, 5.193], [-0.095, -2.432, 3.522], [-2.189, -2.343, 3.234], [0.087, -2.184, 2.560], [0.580, -2.558, 4.264], [-3.153, -2.414, 3.527], [-2.081, -2.100, 2.259], [0.506, 3.769, -1.155], [-0.022, 3.860, -2.236], [0.610, 4.810, -0.393], [1.027, 2.707, -0.702], [0.678, 5.667, -0.924], [0.773, 4.730, 0.600], [1.419, 2.531, 0.212], [0.745, 1.902, -1.242], [-0.634, -3.956, -2.291], [-0.776, -2.794, -2.670], [-0.120, -4.906, -2.957], [-1.013, -4.317, -1.099], [0.080, -5.826, -2.591], [-0.017, -4.739, -3.948], [-0.670, -5.130, -0.608], [-1.427, -3.522, -0.633], [1.383, 1.872, 2.965], [1.497, 2.658, 2.095], [1.515, 2.221, 4.179], [0.986, 0.623, 2.750], [1.193, 1.625, 4.928], [1.683, 3.197, 4.378], [0.931, 0.021, 3.559], [0.908, 0.263, 1.810]], "forces_ev_per_a": [[1.05, 0.51, 1.86], [-1.89, -1.56, -1.43], [-0.53, 0.79, -0.74], [-1.57, -0.19, 0.41], [3.82, 0.73, 0.80], [0.47, 2.84, -0.20], [-0.35, -1.88, 0.85], [0.11, -0.03, -0.98], [0.30, -0.18, -0.60], [-0.37, -0.10, 0.53], [-0.11, -0.66, 0.38], [-0.27, -1.14, 0.52], [-0.63, -0.71, -0.68], [-4.73, -1.64, 0.84], [5.74, 3.96, -1.23], [-0.24, -0.56, 0.08], [0.23, 0.02, -0.13], [-0.51, -0.50, 0.02], [0.58, -0.23, -0.10], [3.09, 0.00, 1.07], [-3.44, -0.26, -0.76], [1.59, 0.39, -3.54], [-1.85, -0.25, 1.84], [-0.07, 0.29, 0.17], [-0.19, 0.02, -0.74], [0.68, 0.06, 0.70], [-0.61, -0.15, 0.90], [4.87, -0.71, -0.13], [0.18, 0.96, 1.15], [-0.42, 4.24, -0.08], [-4.21, -4.15, -1.45], [0.37, 0.42, 0.59], [-0.09, -0.26, -0.16], [-0.08, -0.75, 0.17], [-0.32, 0.23, -0.05], [-1.16, -0.61, 1.62], [0.03, -0.11, 0.69], [4.80, 0.18, 0.17], [-5.43, 0.63, -2.58], [0.08, -0.03, 0.44], [0.98, -0.03, -0.90], [0.27, -0.12, 0.15], [0.45, 0.03, 0.52], [-0.46, 1.43, -0.37], [-1.20, -0.13, -3.38], [0.13, 3.70, 2.08], [1.33, -5.85, 0.52], [-0.30, 0.20, 0.78], [0.40, 0.27, -0.28], [-0.10, 0.50, 0.43], [0.24, -0.24, 0.24], [-0.57, 0.78, 1.72], [-0.91, 1.82, -1.62], [2.26, -2.71, -4.28], [-1.24, 0.79, 2.91], [-0.27, 0.26, -0.16], [0.45, -0.35, 0.15], [-0.33, 0.27, -0.03], [0.09, -0.41, 1.00], [-1.61, -2.63, -0.96], [1.12, 3.69, -4.83], [0.67, 1.28, 5.84], [-0.37, -1.78, 0.39], [0.22, 0.31, 0.00], [-0.04, -0.31, 0.00], [-0.15, -0.38, -0.61], [0.01, 0.01, 0.51]], "molar_mass_g_mol": 554.5, "orbital_gap_ev": 7.400, "largest_force_ev_per_a": 7.1, "multiplicity": 1, "homo_ha": -0.412, "lumo_ev": -3.82, "total_charge": 1}

{"formula": "C8H32F2N17O12S2", "method": "the ωB97M-V functional and the def2-TZVPD basis", "symbols": ["N", "S", "O", "O", "F", "S", "O", "O", "F", "C", "O", "N", "N", "H", "H", "H", "H", "C", "O", "N", "N", "H", "H", "H", "H", "C", "O", "N", "N", "H", "H", "H", "H", "C", "O", "N", "N", "H", "H", "H", "H", "C", "O", "N", "N", "H", "H", "H", "H", "C", "O", "N", "N", "H", "H", "H", "H", "C", "O", "N", "N", "H", "H", "H", "H", "C", "O", "N", "N", "H", "H", "H", "H"], "coordinates": [[1.261, -0.878, -0.507], [0.857, 0.429, -1.325], [0.686, 1.651, -0.557], [0.037, 0.177, -2.490], [2.262, 0.562, -2.135], [-0.034, -0.834, 0.652], [-1.394, -1.006, 0.147], [0.145, 0.026, 1.798], [0.450, -2.284, 1.059], [-3.328, 1.551, -1.851], [-3.760, 2.312, -0.993], [-3.810, 0.300, -2.015], [-2.391, 1.888, -2.761], [-4.560, -0.004, -1.422], [-3.340, -0.320, -2.647], [-1.916, 2.748, -2.552], [-1.908, 1.152, -3.243], [-0.098, 5.025, -1.346], [-0.370, 6.119, -1.822], [1.144, 4.646, -0.956], [-0.922, 3.995, -1.059], [1.126, 3.640, -0.874], [1.910, 5.264, -0.779], [-1.916, 4.115, -1.185], [-0.671, 3.187, -0.501], [1.030, -1.965, 4.237], [1.201, -3.166, 4.086], [-0.181, -1.364, 4.475], [1.956, -0.983, 4.381], [-1.049, -1.822, 4.263], [-0.227, -0.372, 4.605], [1.730, -0.172, 4.919], [2.884, -1.274, 4.120], [-4.862, -2.240, 0.113], [-6.063, -2.172, 0.342], [-3.939, -2.018, 1.092], [-4.357, -2.506, -1.124], [-4.217, -1.904, 2.048], [-2.954, -2.082, 0.867], [-3.358, -2.369, -1.181], [-4.840, -2.732, -1.971], [6.661, 0.059, -2.312], [6.953, 0.936, -1.511], [7.548, -0.832, -2.858], [5.422, -0.139, -2.842], [7.232, -1.761, -3.058], [8.495, -0.609, -2.594], [4.736, 0.574, -2.655], [5.298, -0.933, -3.436], [-2.772, 2.148, 2.589], [-3.193, 3.265, 2.886], [-3.384, 1.368, 1.665], [-1.616, 1.634, 3.041], [-3.065, 0.422, 1.582], [-4.109, 1.922, 1.236], [-1.055, 2.184, 3.667], [-1.358, 0.691, 2.794], [3.903, 1.013, 1.444], [5.033, 1.324, 1.807], [2.840, 1.808, 1.745], [3.662, 0.116, 0.450], [2.935, 2.535, 2.432], [1.893, 1.584, 1.500], [2.711, -0.244, 0.258], [4.478, -0.269, 0.007], [-0.921, -4.071, -1.561], [0.230, -4.200, -1.163], [-1.872, -4.806, -0.916], [-1.408, -3.372, -2.598], [-1.525, -5.369, -0.160], [-2.819, -4.906, -1.234], [-0.875, -2.702, -3.125], [-2.275, -3.693, -2.989]], "forces_ev_per_a": [[-3.84, 2.04, 1.42], [1.78, 0.60, -3.91], [0.09, -1.38, -0.65], [-0.51, 0.29, 1.33], [-0.35, 0.37, 1.09], [1.36, -2.92, -0.13], [1.82, 0.49, 0.35], [0.27, -0.99, -1.47], [-1.00, 0.53, 0.92], [-0.52, 0.35, 0.30], [0.07, 0.20, -0.27], [-0.29, -0.42, -0.01], [0.01, 0.43, -0.29], [0.14, -0.17, -0.03], [-0.25, -0.24, 0.15], [0.47, -0.13, -0.24], [0.37, 0.23, 0.06], [1.02, 1.31, 0.53], [-0.53, -0.55, 0.11], [0.22, -0.71, -0.20], [-2.65, -0.50, -0.58], [1.54, 0.25, 0.52], [0.05, -0.12, -0.27], [0.04, 0.20, 0.19], [0.09, 0.51, -0.12], [-1.07, 0.05, 1.30], [0.11, 1.01, -0.58], [-1.48, -0.58, 0.06], [1.68, -1.13, -0.84], [0.17, -0.23, 0.14], [-0.11, 0.00, -0.29], [0.49, 0.18, -0.15], [0.20, 0.61, 0.47], [-1.89, 0.20, 0.71], [0.11, -0.22, -0.18], [0.96, -0.24, -0.64], [1.91, -0.10, 0.15], [-0.34, 0.01, -0.14], [-0.22, 0.05, 0.28], [-0.01, -0.15, -0.45], [-0.66, 0.20, 0.39], [-0.41, 0.48, 0.13], [-0.05, -0.46, -0.80], [0.99, 0.50, 0.21], [-0.09, 0.54, 0.74], [0.43, -0.14, -0.01], [0.01, -0.76, 0.08], [-0.34, -0.46, -0.06], [-0.58, 0.29, -0.28], [-0.44, 1.12, -0.43], [0.26, -0.37, 0.10], [0.00, 0.90, 1.32], [0.58, -0.50, 1.05], [-0.64, -0.08, -0.97], [-0.24, -1.11, -0.80], [-0.07, -0.10, 0.00], [0.34, 0.55, 0.08], [1.02, 1.63, -1.42], [-0.12, -0.65, 0.56], [-1.09, 0.24, 0.80], [-0.51, -0.57, 0.51], [0.38, -0.20, 0.05], [-0.02, -0.21, -0.17], [1.40, 0.20, 0.17], [-0.09, -0.20, 0.11], [1.27, -1.97, 1.50], [-0.19, 1.20, -0.83], [-0.76, -0.22, 0.26], [-0.49, 1.03, -1.11], [-0.12, -0.09, -0.10], [-0.02, 0.07, 0.23], [0.31, -0.18, 0.17], [0.03, 0.20, -0.12]], "molar_mass_g_mol": 660.6, "orbital_gap_ev": 8.926, "largest_force_ev_per_a": 4.6, "multiplicity": 1, "homo_ha": -0.262, "lumo_ev": 1.79, "total_charge": -1}

{"formula": "C8H32N11O11", "method": "the ωB97M-V functional and the def2-TZVPD basis", "symbols": ["N", "O", "O", "O", "C", "O", "H", "H", "H", "H", "C", "O", "H", "H", "H", "H", "C", "O", "H", "H", "H", "H", "C", "O", "N", "N", "H", "H", "H", "H", "C", "O", "N", "N", "H", "H", "H", "H", "C", "O", "N", "N", "H", "H", "H", "H", "C", "O", "N", "N", "H", "H", "H", "H", "C", "O", "N", "N", "H", "H", "H", "H"], "coordinates": [[-0.563, 1.095, 0.287], [-0.889, 2.048, 1.059], [-1.449, 0.267, 0.021], [0.620, 0.989, -0.063], [1.820, -3.006, 0.634], [1.344, -1.988, 1.572], [2.584, -2.635, -0.049], [2.334, -3.784, 1.198], [1.008, -3.467, 0.072], [1.002, -1.244, 1.071], [3.828, 1.378, 1.491], [2.629, 1.773, 2.046], [4.029, 0.310, 1.577], [3.918, 1.679, 0.447], [4.631, 1.909, 2.002], [1.927, 1.456, 1.473], [-4.921, -0.094, 0.192], [-4.404, 1.236, 0.118], [-5.108, -0.358, -0.849], [-4.072, -0.704, 0.501], [-5.794, -0.082, 0.844], [-3.455, 1.098, 0.104], [3.340, 0.270, -2.591], [3.784, 1.273, -2.164], [3.913, -0.415, -3.515], [2.222, -0.238, -2.232], [4.731, 0.007, -3.930], [3.455, -1.254, -3.842], [1.958, -1.047, -2.777], [1.581, 0.201, -1.587], [-1.495, 1.824, 4.725], [-1.951, 1.937, 5.861], [-1.708, 2.676, 3.767], [-0.806, 0.804, 4.334], [-1.275, 2.599, 2.858], [-2.174, 3.504, 4.109], [-0.376, 0.705, 3.426], [-0.621, 0.011, 4.931], [-0.497, -1.564, -3.754], [-0.289, -0.649, -4.443], [-0.569, -1.511, -2.445], [-0.815, -2.774, -4.092], [-0.758, -2.382, -1.970], [-0.632, -0.595, -2.023], [-1.094, -3.396, -3.347], [-0.891, -2.974, -5.079], [-1.994, -3.830, -0.248], [-1.565, -3.727, -1.407], [-2.365, -4.948, 0.327], [-2.023, -2.787, 0.594], [-2.370, -5.827, -0.171], [-2.750, -4.942, 1.261], [-2.163, -3.024, 1.566], [-1.789, -1.839, 0.337], [1.150, 4.950, -0.419], [1.798, 5.961, -0.769], [1.696, 3.837, -0.098], [-0.142, 4.882, -0.243], [2.669, 3.713, -0.336], [1.134, 3.080, 0.264], [-0.617, 4.052, 0.082], [-0.719, 5.565, -0.712]], "forces_ev_per_a": [[-1.10, 0.91, 2.30], [0.59, -0.20, -0.99], [0.42, -0.48, -0.83], [-0.08, -0.56, -0.42], [0.00, 0.62, 0.69], [0.49, -1.22, -0.63], [-0.20, 0.40, -0.15], [-0.28, 0.07, 0.35], [-0.13, 0.12, -0.04], [0.06, 0.12, -0.34], [1.36, 0.24, -0.53], [-1.03, 0.13, 0.72], [-0.08, -0.24, 0.00], [-0.06, -0.21, -0.29], [0.02, -0.04, 0.23], [-0.23, -0.01, -0.12], [1.06, 1.00, -0.87], [-0.13, 0.15, 0.33], [-0.75, -0.58, 0.11], [-0.56, -0.61, 0.55], [0.11, -0.45, -0.12], [0.39, 0.50, 0.01], [-0.59, 0.97, 0.63], [2.24, 4.44, 1.98], [2.97, -2.71, -3.78], [-4.09, -2.63, 1.32], [-0.25, -0.56, -0.14], [0.74, 0.33, -0.49], [-0.97, 0.35, 0.70], [0.14, -0.10, -0.16], [-1.32, 0.33, 2.26], [-0.14, 0.13, 0.54], [-1.02, 3.07, -1.40], [3.00, -4.79, -1.01], [-0.28, 0.24, 0.12], [0.17, 0.06, -0.68], [-0.24, 0.44, 0.10], [-0.23, 0.54, 0.20], [-1.12, -0.67, 2.82], [1.38, 4.29, -4.10], [0.85, 1.69, 3.24], [-0.53, -4.33, -2.95], [-0.24, 0.78, 0.75], [0.05, -0.40, 0.27], [-0.21, -0.37, -0.81], [-0.06, -0.35, 0.41], [1.60, 2.23, -1.36], [-0.75, -1.28, 0.44], [-1.01, -2.98, 0.89], [-0.37, 0.45, 0.96], [0.08, 0.40, 0.00], [0.06, -0.10, -0.36], [0.10, 0.69, -0.15], [0.15, -0.06, -0.13], [1.99, 3.41, -0.79], [-1.01, -0.71, -0.21], [2.96, -3.63, 0.81], [-4.70, 1.39, -0.16], [-0.22, -0.22, 0.35], [0.54, -0.04, -0.27], [0.26, 0.02, -0.16], [0.20, -0.02, 0.35]], "molar_mass_g_mol": 458.4, "orbital_gap_ev": 8.496, "largest_force_ev_per_a": 6.1, "multiplicity": 1, "homo_ha": -0.241, "lumo_ev": 1.93, "total_charge": -1}